The following is a quantum chemistry calculation of a cluster of 17 separate species, C83H203B4F16N10O19 in total in a non-equilibrium geometry, from the Open Molecules 2025 dataset.

The value obtained for the LUMO energy is -4.206 eV. The total energy comes out at -189347.8391 eV. As for the gap between HOMO and LUMO: 8.55 eV. Its net charge is +3. The calculation puts the maximum force at 4.5 eV Å⁻¹. The value obtained for the highest occupied orbital energy is -0.4689 Ha.

Each line ends with the Löwdin charge.
CARTESIAN COORDINATES (ANGSTROEM)
C (19.29, 14.50, 25.40)  -0.03
C (18.36, 13.47, 26.07)  -0.19
N (16.91, 13.80, 26.22)  -0.25
C (16.80, 14.85, 27.31)  0.02
C (16.35, 14.44, 24.93)  -0.14
C (16.45, 13.52, 23.73)  -0.03
C (16.26, 12.51, 26.66)  -0.09
C (14.91, 12.64, 27.28)  -0.22
O (14.06, 13.21, 26.31)  -0.19
C (12.71, 13.08, 26.71)  -0.06
H (20.29, 14.33, 25.80)  0.08
H (18.98, 15.57, 25.67)  0.09
H (19.38, 14.33, 24.33)  0.07
H (18.68, 13.20, 27.09)  0.13
H (18.41, 12.53, 25.53)  0.12
H (17.68, 15.53, 27.32)  0.07
H (16.67, 14.46, 28.32)  0.12
H (16.02, 15.53, 26.90)  0.12
H (16.89, 15.35, 24.84)  0.10
H (15.30, 14.61, 25.06)  0.11
H (15.69, 12.73, 23.85)  0.09
H (17.39, 13.05, 23.71)  0.05
H (16.16, 14.03, 22.83)  0.10
H (16.99, 12.12, 27.38)  0.14
H (16.21, 11.98, 25.73)  0.13
H (14.92, 13.25, 28.18)  0.12
H (14.63, 11.62, 27.59)  0.15
H (12.36, 12.25, 26.24)  0.06
H (12.16, 13.99, 26.45)  0.10
H (12.66, 13.01, 27.82)  0.11
C (25.26, 19.65, 26.95)  -0.04
C (24.31, 19.91, 28.10)  -0.21
N (23.11, 19.10, 28.15)  -0.24
C (22.26, 19.76, 29.25)  0.05
C (22.35, 19.11, 26.90)  -0.18
C (21.19, 18.18, 26.81)  -0.04
C (23.40, 17.66, 28.58)  -0.06
C (24.58, 17.48, 29.58)  -0.18
O (24.39, 18.16, 30.83)  -0.22
C (25.47, 17.95, 31.76)  -0.08
H (25.53, 18.57, 26.88)  0.09
H (26.21, 20.22, 27.20)  0.10
H (24.85, 19.99, 25.99)  0.07
H (23.96, 20.94, 27.98)  0.11
H (24.79, 19.74, 29.05)  0.11
H (22.07, 20.76, 28.91)  0.07
H (22.86, 19.81, 30.20)  0.12
H (21.25, 19.32, 29.31)  0.09
H (23.03, 19.00, 26.06)  0.12
H (22.07, 20.13, 26.89)  0.09
H (21.39, 17.11, 26.70)  0.09
H (20.58, 18.36, 25.95)  0.07
H (20.47, 18.16, 27.64)  0.07
H (23.61, 17.12, 27.64)  0.11
H (22.44, 17.24, 28.95)  0.15
H (25.51, 17.84, 29.05)  0.13
H (24.65, 16.41, 29.76)  0.13
H (25.24, 18.46, 32.65)  0.07
H (26.43, 18.34, 31.31)  0.10
H (25.63, 16.87, 31.98)  0.10
C (14.79, 20.99, 29.34)  -0.03
C (16.17, 20.24, 29.44)  -0.11
N (17.17, 21.00, 30.30)  -0.24
C (16.72, 21.11, 31.74)  0.02
C (18.54, 20.35, 30.31)  -0.19
C (18.58, 19.01, 30.93)  -0.07
C (17.44, 22.43, 29.72)  -0.05
C (17.92, 22.56, 28.28)  -0.21
O (16.94, 22.07, 27.43)  -0.20
C (17.29, 22.34, 26.08)  -0.06
H (14.67, 21.26, 28.30)  0.07
H (14.68, 21.89, 29.88)  0.05
H (13.93, 20.36, 29.69)  0.10
H (16.54, 20.09, 28.46)  0.08
H (16.11, 19.27, 30.00)  0.13
H (17.54, 21.50, 32.31)  0.11
H (16.42, 20.10, 32.13)  0.13
H (15.90, 21.74, 31.93)  0.08
H (19.28, 21.07, 30.87)  0.17
H (18.83, 20.30, 29.26)  0.11
H (17.80, 18.34, 30.59)  0.07
H (18.39, 19.02, 32.01)  0.08
H (19.52, 18.55, 30.70)  0.07
H (18.14, 22.89, 30.44)  0.14
H (16.46, 22.94, 29.80)  0.13
H (18.93, 22.15, 28.16)  0.11
H (17.99, 23.61, 28.06)  0.13
H (16.42, 22.18, 25.50)  0.09
H (18.13, 21.73, 25.77)  0.09
H (17.64, 23.34, 25.99)  0.09
C (19.79, 17.69, 16.65)  -0.04
C (20.63, 16.59, 16.11)  -0.13
N (21.18, 16.81, 14.66)  -0.21
C (20.07, 16.54, 13.72)  0.01
C (21.75, 18.25, 14.45)  -0.13
C (22.47, 18.53, 13.16)  -0.04
C (22.22, 15.73, 14.29)  -0.08
C (22.00, 14.36, 14.83)  -0.25
O (20.90, 13.73, 14.25)  -0.19
C (20.41, 12.67, 15.08)  -0.08
H (20.22, 18.69, 16.79)  0.08
H (19.62, 17.34, 17.72)  0.09
H (18.81, 17.68, 16.16)  0.09
H (20.10, 15.69, 16.04)  0.11
H (21.48, 16.39, 16.76)  0.12
H (19.37, 17.39, 13.97)  0.13
H (19.61, 15.60, 13.73)  0.09
H (20.45, 16.76, 12.74)  0.10
H (22.40, 18.43, 15.32)  0.12
H (20.84, 18.85, 14.66)  0.11
H (23.00, 17.68, 12.78)  0.07
H (23.24, 19.26, 13.40)  0.04
H (21.89, 19.03, 12.36)  0.10
H (23.18, 16.04, 14.65)  0.10
H (22.25, 15.57, 13.19)  0.15
H (22.02, 14.25, 15.91)  0.10
H (22.86, 13.81, 14.46)  0.14
H (21.20, 11.94, 15.33)  0.08
H (19.70, 12.09, 14.47)  0.09
H (19.86, 13.04, 16.01)  0.11
C (24.03, 15.05, 20.98)  -0.03
C (22.87, 14.18, 21.37)  -0.13
N (22.75, 12.89, 20.56)  -0.23
C (23.95, 12.02, 20.80)  0.04
C (21.46, 12.22, 20.99)  -0.15
C (21.07, 11.02, 20.19)  -0.05
C (22.53, 13.21, 19.11)  -0.09
C (23.52, 12.59, 18.13)  -0.19
O (23.34, 11.19, 18.07)  -0.21
C (24.07, 10.57, 17.03)  -0.08
H (24.13, 15.80, 21.78)  0.07
H (23.98, 15.64, 20.06)  0.09
H (24.89, 14.45, 21.08)  0.06
H (21.93, 14.61, 21.33)  0.08
H (23.15, 13.73, 22.30)  0.13
H (23.75, 11.14, 20.17)  0.10
H (23.85, 11.73, 21.87)  0.13
H (24.85, 12.54, 20.49)  0.10
H (20.70, 12.99, 21.01)  0.11
H (21.51, 11.89, 22.01)  0.13
H (21.72, 10.18, 20.31)  0.08
H (21.08, 11.09, 19.12)  0.07
H (20.07, 10.77, 20.49)  0.10
H (22.49, 14.31, 19.06)  0.12
H (21.56, 12.89, 18.82)  0.10
H (24.54, 12.92, 18.44)  0.14
H (23.35, 13.06, 17.18)  0.10
H (23.72, 9.52, 16.97)  0.11
H (25.15, 10.74, 17.09)  0.10
H (23.75, 10.97, 16.06)  0.08
C (28.31, 24.32, 25.58)  -0.04
C (27.80, 25.64, 26.04)  -0.18
N (26.94, 25.57, 27.25)  -0.25
C (27.70, 25.04, 28.36)  0.00
C (26.52, 26.96, 27.69)  -0.16
C (25.90, 27.80, 26.61)  -0.05
C (25.64, 24.72, 26.94)  -0.01
C (25.00, 24.06, 28.16)  -0.19
O (24.49, 25.06, 29.00)  -0.20
C (23.25, 24.71, 29.69)  -0.05
H (28.98, 23.78, 26.21)  0.09
H (28.81, 24.50, 24.65)  0.07
H (27.49, 23.64, 25.40)  0.07
H (27.29, 26.05, 25.18)  0.13
H (28.63, 26.28, 26.27)  0.14
H (28.64, 25.51, 28.39)  0.11
H (27.72, 23.99, 28.11)  0.11
H (27.18, 25.21, 29.31)  0.13
H (27.45, 27.51, 27.93)  0.15
H (25.89, 26.83, 28.55)  0.12
H (25.70, 28.79, 27.08)  0.12
H (24.96, 27.41, 26.25)  0.07
H (26.51, 27.83, 25.75)  0.06
H (25.89, 23.92, 26.31)  0.10
H (24.94, 25.41, 26.43)  0.14
H (25.84, 23.56, 28.70)  0.13
H (24.19, 23.44, 27.83)  0.10
H (23.34, 24.17, 30.62)  0.08
H (22.49, 24.14, 29.07)  0.08
H (22.83, 25.70, 29.99)  0.10
C (21.19, 20.05, 23.78)  -0.05
C (21.00, 20.49, 22.38)  -0.15
N (19.88, 19.78, 21.58)  -0.22
C (19.94, 18.32, 21.83)  0.00
C (18.49, 20.38, 21.92)  -0.14
C (17.36, 19.75, 21.15)  -0.07
C (20.14, 19.94, 20.06)  -0.04
C (20.41, 21.41, 19.64)  -0.19
O (21.75, 21.79, 19.95)  -0.23
C (22.00, 23.17, 19.47)  -0.02
H (21.85, 19.24, 23.86)  0.05
H (20.29, 19.88, 24.35)  0.08
H (21.68, 20.87, 24.35)  0.08
H (21.83, 20.43, 21.69)  0.10
H (20.66, 21.45, 22.31)  0.09
H (19.64, 18.01, 22.86)  0.14
H (20.90, 17.93, 21.45)  0.12
H (19.22, 17.79, 21.25)  0.05
H (18.47, 21.40, 21.52)  0.11
H (18.36, 20.43, 23.00)  0.13
H (16.37, 19.87, 21.65)  0.10
H (17.41, 18.64, 21.13)  0.09
H (17.26, 20.16, 20.17)  0.08
H (19.24, 19.55, 19.61)  0.12
H (21.07, 19.34, 19.88)  0.15
H (19.68, 22.11, 20.14)  0.13
H (20.23, 21.50, 18.55)  0.13
H (22.96, 23.49, 19.74)  0.04
H (21.18, 23.80, 19.92)  0.10
H (21.76, 23.18, 18.36)  0.10
C (26.50, 20.19, 16.41)  -0.02
C (25.45, 21.32, 16.18)  -0.10
N (25.99, 22.34, 15.20)  -0.24
C (27.13, 23.17, 15.71)  0.03
C (26.48, 21.56, 13.98)  -0.15
C (25.45, 20.69, 13.27)  -0.04
C (24.86, 23.27, 14.78)  -0.07
C (24.39, 24.31, 15.75)  -0.21
O (25.20, 25.42, 15.57)  -0.21
C (24.75, 26.68, 16.12)  -0.06
H (26.15, 19.30, 15.87)  0.08
H (26.53, 19.96, 17.48)  0.06
H (27.50, 20.50, 16.23)  0.06
H (25.33, 21.93, 17.08)  0.13
H (24.52, 20.93, 15.88)  0.10
H (26.81, 23.80, 16.52)  0.08
H (27.41, 23.79, 14.86)  0.12
H (27.94, 22.55, 16.13)  0.11
H (27.22, 20.95, 14.33)  0.08
H (26.87, 22.25, 13.31)  0.11
H (24.98, 19.97, 13.99)  0.08
H (25.90, 20.10, 12.45)  0.11
H (24.72, 21.30, 12.75)  0.08
H (24.05, 22.55, 14.54)  0.12
H (25.13, 23.87, 13.90)  0.16
H (24.37, 24.07, 16.80)  0.12
H (23.32, 24.58, 15.43)  0.16
H (25.56, 27.27, 16.51)  0.05
H (24.10, 26.70, 17.01)  0.10
H (24.24, 27.23, 15.34)  0.09
C (23.99, 18.88, 19.34)  -0.02
C (24.26, 19.31, 20.77)  -0.15
N (25.68, 19.25, 21.20)  -0.25
C (26.31, 17.81, 21.20)  0.08
C (26.49, 20.10, 20.29)  -0.21
C (27.84, 20.59, 20.67)  -0.07
C (25.72, 19.75, 22.60)  -0.09
C (25.18, 21.16, 22.84)  -0.16
O (23.75, 21.27, 22.98)  -0.21
C (23.34, 22.64, 23.08)  -0.07
H (24.84, 18.60, 18.71)  0.05
H (23.54, 19.68, 18.78)  0.07
H (23.38, 17.90, 19.39)  0.11
H (23.76, 18.72, 21.51)  0.11
H (24.03, 20.37, 21.02)  0.12
H (26.20, 17.29, 20.24)  0.10
H (25.86, 17.23, 21.99)  0.06
H (27.39, 17.97, 21.40)  0.11
H (25.87, 20.93, 19.98)  0.12
H (26.68, 19.50, 19.38)  0.12
H (28.51, 19.78, 20.77)  0.06
H (27.96, 21.21, 21.65)  0.12
H (28.20, 21.23, 19.87)  0.08
H (26.82, 19.79, 22.84)  0.15
H (25.12, 18.97, 23.14)  0.11
H (25.57, 21.87, 22.19)  0.09
H (25.56, 21.45, 23.81)  0.12
H (22.45, 22.70, 23.73)  0.07
H (23.15, 22.99, 22.07)  0.08
H (24.08, 23.30, 23.64)  0.11
C (28.65, 27.05, 16.73)  -0.07
C (28.11, 26.61, 17.97)  -0.23
N (28.65, 27.36, 19.12)  -0.22
C (30.16, 27.10, 19.16)  0.05
C (28.54, 28.86, 19.07)  -0.18
C (27.22, 29.41, 18.72)  -0.04
C (27.98, 26.85, 20.35)  -0.12
C (28.36, 27.32, 21.72)  -0.16
O (29.75, 27.06, 22.10)  -0.21
C (30.06, 25.66, 22.06)  -0.08
H (28.45, 28.08, 16.56)  0.07
H (28.16, 26.50, 15.94)  0.09
H (29.76, 26.94, 16.52)  0.12
H (28.26, 25.55, 18.19)  0.14
H (27.04, 26.74, 17.92)  0.11
H (30.26, 26.06, 18.80)  0.13
H (30.55, 27.43, 20.15)  0.13
H (30.52, 27.68, 18.38)  0.07
H (29.30, 29.29, 18.47)  0.13
H (28.82, 29.17, 20.05)  0.12
H (26.40, 29.18, 19.40)  0.09
H (26.92, 29.05, 17.71)  0.09
H (27.26, 30.50, 18.64)  0.10
H (28.00, 25.80, 20.44)  0.09
H (26.94, 27.06, 20.25)  0.13
H (27.69, 26.77, 22.36)  0.11
H (28.14, 28.37, 22.04)  0.15
H (30.19, 25.33, 20.99)  0.09
H (29.26, 25.06, 22.52)  0.07
H (31.00, 25.52, 22.61)  0.10
O (17.96, 19.46, 27.00)  0.01
C (17.84, 18.07, 27.00)  -0.82
O (17.53, 17.61, 25.85)  -0.06
O (18.14, 17.47, 28.00)  0.01
H (17.51, 19.78, 26.24)  0.06
O (25.81, 16.85, 24.23)  0.01
C (24.45, 16.97, 24.60)  -0.76
O (24.03, 16.39, 25.64)  -0.06
O (23.76, 17.60, 23.75)  -0.05
H (26.10, 16.11, 24.79)  0.11
O (22.13, 24.14, 26.29)  0.05
C (22.06, 22.84, 26.70)  -0.84
O (21.32, 22.55, 27.64)  -0.03
O (22.74, 22.02, 26.02)  -0.05
H (21.58, 24.77, 26.85)  0.13
B (19.76, 15.40, 19.79)  -1.11
F (19.52, 14.23, 18.94)  0.06
F (21.15, 15.80, 19.61)  0.04
F (18.79, 16.38, 19.59)  0.12
F (19.65, 15.04, 21.21)  0.03
B (24.92, 16.67, 16.51)  -1.25
F (25.97, 16.78, 17.38)  0.13
F (25.43, 16.25, 15.22)  0.05
F (23.97, 15.76, 16.91)  0.15
F (24.33, 18.00, 16.34)  0.04
B (21.50, 21.65, 15.81)  -1.30
F (20.24, 21.09, 15.48)  0.10
F (21.41, 23.04, 15.87)  0.12
F (21.87, 21.16, 17.06)  0.10
F (22.50, 21.28, 14.91)  0.11
B (25.89, 24.28, 19.98)  -1.19
F (25.50, 24.94, 21.19)  0.09
F (25.90, 25.14, 18.87)  0.11
F (27.24, 23.74, 20.19)  0.03
F (24.99, 23.23, 19.73)  0.10